# C42H37N2P2RhSi

C42H37N2P2RhSi as an isolated structure in a non-equilibrium geometry (ωB97M-V with the def2-TZVPD basis set, the Open Molecules 2025 dataset).

Output
Charge   +2
Highest occupied orbital energy (alpha / beta)   -0.459 / -0.513 Ha
LUMO level (alpha / beta)   -4.659 / -8.395 eV
Energy above the lowest of the compared OMol25 structures with the same formula, charge and spin   0.00 kcal per mole
M   762.7 Da
Multiplicity   5

Positions of all 85 atoms, in Å:
Rh -0.113 0.294 0.414
C -0.635 4.329 -0.267
Si -0.177 2.698 0.652
C -1.216 2.721 2.304
C -1.945 3.854 2.646
C -2.750 3.872 3.772
C -2.842 2.758 4.592
C -2.114 1.623 4.281
C -1.335 1.595 3.129
P -0.421 0.066 2.746
C -1.543 -1.358 2.763
C -2.932 -1.255 2.757
C -3.696 -2.388 2.534
C -3.089 -3.612 2.284
C -1.704 -3.714 2.277
C -0.934 -2.594 2.509
C 0.691 -0.013 4.182
C 0.648 -1.057 5.101
C 1.461 -1.004 6.221
C 2.316 0.068 6.417
C 2.373 1.098 5.487
C 1.562 1.063 4.369
C 1.801 2.822 0.828
C 2.288 4.066 1.203
C 3.645 4.347 1.128
C 4.532 3.381 0.688
C 4.068 2.117 0.372
C 2.706 1.827 0.451
P 2.186 0.110 0.068
C 3.097 -0.315 -1.437
C 2.825 0.464 -2.563
C 3.437 0.174 -3.766
C 4.307 -0.905 -3.855
C 4.581 -1.677 -2.736
C 3.973 -1.396 -1.525
C 2.861 -0.966 1.370
C 3.608 -0.540 2.463
C 4.014 -1.465 3.412
C 3.665 -2.801 3.289
C 2.910 -3.228 2.205
C 2.506 -2.313 1.254
H -0.376 5.205 0.320
H -1.701 4.361 -0.474
H -0.104 4.397 -1.211
H -1.893 4.736 2.032
H -3.316 4.761 4.003
H -3.485 2.774 5.458
H -2.155 0.751 4.922
H -3.411 -0.298 2.913
H -4.772 -2.313 2.539
H -3.693 -4.484 2.084
H -1.232 -4.659 2.055
H 0.147 -2.651 2.491
H -0.021 -1.892 4.948
H 1.417 -1.798 6.950
H 2.948 0.102 7.292
H 3.049 1.924 5.644
H 1.593 1.865 3.638
H 1.615 4.833 1.553
H 4.000 5.333 1.389
H 5.582 3.612 0.595
H 4.759 1.351 0.046
H 2.140 1.299 -2.474
H 3.232 0.782 -4.635
H 4.772 -1.141 -4.800
H 5.273 -2.504 -2.806
H 4.198 -1.997 -0.655
H 3.875 0.502 2.573
H 4.611 -1.143 4.251
H 3.977 -3.513 4.035
H 2.639 -4.267 2.104
H 1.910 -2.628 0.403
N -0.806 -1.923 -1.889
C -1.908 -1.174 -1.680
C -2.983 -1.136 -2.589
C -4.059 -0.325 -2.321
C -4.099 0.389 -1.118
C -3.017 0.301 -0.276
N -1.924 -0.419 -0.566
H -0.746 -2.577 -2.651
H -0.098 -1.951 -1.161
H -2.927 -1.724 -3.492
H -4.870 -0.244 -3.028
H -4.953 0.986 -0.841
H -3.008 0.824 0.674